# 1
A cluster of 13 separate species, C78H195N13O26 in total, computed with ωB97M-V with the def2-TZVPD basis set.

Element x y z (Å)
C1 -6.512 -1.692 -2.460
O1 -5.224 -1.828 -3.176
C2 -5.243 -2.573 -4.398
C3 -3.759 -2.822 -4.741
N1 -3.035 -3.551 -3.696
C4 -3.359 -4.983 -3.632
C5 -3.090 -5.553 -2.172
O2 -3.891 -4.993 -1.129
C6 -5.297 -5.198 -1.323
H1 -6.383 -0.911 -1.710
H2 -6.886 -2.553 -1.906
H3 -7.323 -1.347 -3.102
H4 -5.665 -1.998 -5.222
H5 -5.712 -3.551 -4.286
H6 -3.294 -1.870 -4.994
H7 -3.734 -3.347 -5.697
H8 -3.456 -3.121 -2.885
H9 -2.810 -5.530 -4.398
H10 -4.401 -5.252 -3.802
H11 -2.016 -5.418 -2.040
H12 -3.325 -6.618 -2.180
H13 -5.842 -5.042 -0.392
H14 -5.592 -6.211 -1.598
H15 -5.722 -4.649 -2.163
C7 2.117 0.984 1.527
O3 1.237 0.268 0.680
C8 1.179 0.722 -0.650
C9 0.189 -0.022 -1.540
N2 -1.097 0.337 -1.014
C10 -2.050 -0.742 -1.365
C11 -3.349 -0.487 -0.497
O4 -2.936 -0.176 0.840
C12 -4.038 0.038 1.670
H16 1.737 2.005 1.518
H17 3.154 0.912 1.200
H18 1.960 0.594 2.533
H19 2.175 0.586 -1.070
H20 0.977 1.789 -0.736
H21 0.339 -1.092 -1.399
H22 0.298 0.226 -2.596
H23 -1.106 0.362 -0.004
H24 -1.675 -1.729 -1.093
H25 -2.240 -0.790 -2.438
H26 -4.012 -1.352 -0.529
H27 -3.887 0.344 -0.954
H28 -4.736 -0.795 1.750
H29 -4.590 0.900 1.295
H30 -3.651 0.258 2.666
C13 0.195 4.917 -3.951
O5 -0.660 3.972 -4.666
C14 -0.768 2.803 -3.885
C15 -1.572 1.722 -4.730
N3 -0.752 1.358 -5.877
C16 -1.467 0.599 -6.884
C17 -0.785 0.731 -8.268
O6 -0.917 2.087 -8.696
C18 -0.215 2.321 -9.936
H31 -0.061 5.893 -4.364
H32 1.234 4.604 -4.055
H33 -0.084 4.987 -2.899
H34 -1.312 3.020 -2.965
H35 0.234 2.396 -3.746
H36 -2.509 2.135 -5.102
H37 -1.728 0.855 -4.088
H38 -0.410 2.225 -6.267
H39 -2.461 1.047 -6.869
H40 -1.518 -0.463 -6.641
H41 -1.373 0.006 -8.830
H42 0.253 0.397 -8.245
H43 -0.750 1.797 -10.729
H44 0.835 2.043 -9.837
H45 -0.208 3.379 -10.196
C19 4.267 -2.361 3.138
O7 5.051 -3.498 3.549
C20 6.416 -3.170 3.679
C21 7.056 -4.114 4.664
N4 8.443 -3.846 4.949
C22 9.257 -3.847 3.717
C23 10.713 -4.339 3.884
O8 11.525 -3.962 2.731
C24 12.911 -4.149 2.959
H46 4.667 -1.934 2.219
H47 4.211 -1.600 3.917
H48 3.279 -2.740 2.879
H49 6.559 -2.169 4.085
H50 6.869 -3.154 2.687
H51 6.822 -5.155 4.441
H52 6.530 -4.141 5.618
H53 8.556 -2.953 5.408
H54 9.237 -2.851 3.276
H55 8.865 -4.558 2.990
H56 10.727 -5.401 4.130
H57 11.100 -3.857 4.782
H58 13.468 -3.543 2.245
H59 13.138 -5.199 2.779
H60 13.138 -3.865 3.986
C25 1.240 -1.945 5.638
O9 0.304 -2.513 4.682
C26 0.361 -1.832 3.404
C27 -0.897 -2.325 2.648
N5 -0.705 -3.738 2.296
C28 -1.933 -4.285 1.805
C29 -1.810 -5.729 1.423
O10 -1.708 -6.506 2.593
C30 -1.849 -7.914 2.486
H61 2.236 -1.795 5.220
H62 1.331 -2.648 6.467
H63 0.937 -0.950 5.962
H64 1.213 -2.113 2.784
H65 0.321 -0.764 3.614
H66 -0.999 -1.795 1.701
H67 -1.732 -2.253 3.345
H68 -0.443 -4.129 3.190
H69 -2.253 -3.639 0.986
H70 -2.653 -4.207 2.620
H71 -0.859 -5.928 0.929
H72 -2.734 -6.061 0.948
H73 -2.890 -8.135 2.248
H74 -1.566 -8.407 3.417
H75 -1.285 -8.382 1.679
C31 9.941 1.735 1.274
O11 9.067 2.885 1.335
C32 8.272 3.138 0.163
C33 7.785 4.589 0.334
N6 6.961 4.713 1.544
C34 6.498 6.092 1.687
C35 5.578 6.285 2.894
O12 6.240 6.259 4.153
C36 5.492 6.758 5.271
H76 10.785 1.899 1.945
H77 10.358 1.630 0.273
H78 9.416 0.804 1.485
H79 7.477 2.403 0.035
H80 8.786 3.009 -0.789
H81 7.203 4.768 -0.570
H82 8.628 5.275 0.409
H83 7.487 4.467 2.370
H84 6.017 6.387 0.754
H85 7.350 6.773 1.697
H86 4.773 5.551 2.865
H87 5.009 7.180 2.643
H88 6.048 6.682 6.206
H89 4.655 6.059 5.291
H90 5.095 7.763 5.132
C37 3.272 2.746 -3.734
O13 3.101 3.705 -2.676
C38 4.011 3.458 -1.603
C39 3.788 4.565 -0.543
N7 2.452 4.494 0.014
C40 2.154 5.518 1.036
C41 0.769 5.472 1.662
O14 -0.122 6.198 0.832
C42 -1.323 6.615 1.457
H91 4.342 2.626 -3.901
H92 2.736 3.175 -4.580
H93 2.753 1.789 -3.688
H94 5.066 3.431 -1.875
H95 3.831 2.439 -1.260
H96 3.961 5.498 -1.081
H97 4.536 4.467 0.243
H98 1.791 4.439 -0.748
H99 2.243 6.529 0.637
H100 2.873 5.333 1.834
H101 0.767 5.888 2.670
H102 0.368 4.462 1.747
H103 -1.014 7.246 2.290
H104 -1.808 5.721 1.849
H105 -2.062 7.085 0.808
C43 -7.554 1.746 5.045
O15 -6.747 2.132 3.953
C44 -5.852 3.153 4.305
C45 -5.167 3.613 3.018
N8 -6.205 4.097 2.088
C46 -5.765 4.631 0.775
C47 -4.833 3.721 0.012
O16 -3.484 4.128 0.377
C48 -2.566 3.163 -0.010
H106 -6.999 1.408 5.920
H107 -8.107 0.910 4.617
H108 -8.252 2.507 5.396
H109 -5.095 2.916 5.053
H110 -6.346 3.995 4.791
H111 -4.473 2.851 2.663
H112 -4.592 4.476 3.353
H113 -6.823 3.305 1.980
H114 -5.279 5.603 0.850
H115 -6.641 4.764 0.140
H116 -5.091 3.841 -1.041
H117 -5.046 2.686 0.280
H118 -2.667 2.612 -0.945
H119 -2.468 2.428 0.788
H120 -1.585 3.636 -0.050
C49 5.573 3.224 -7.968
O17 5.039 2.127 -7.306
C50 4.616 1.038 -8.057
C51 3.862 0.026 -7.275
N9 4.518 -0.277 -6.003
C52 3.649 -0.917 -4.999
C53 4.248 -1.343 -3.650
O18 4.702 -0.200 -2.864
C54 5.121 -0.498 -1.527
H121 5.619 4.071 -7.284
H122 5.118 3.453 -8.932
H123 6.610 3.024 -8.238
H124 5.400 0.483 -8.572
H125 3.972 1.275 -8.904
H126 3.781 -0.882 -7.873
H127 2.867 0.428 -7.088
H128 4.838 0.643 -5.738
H129 3.178 -1.843 -5.328
H130 2.812 -0.230 -4.875
H131 4.965 -2.146 -3.821
H132 3.511 -1.877 -3.049
H133 5.547 0.372 -1.026
H134 5.910 -1.230 -1.701
H135 4.314 -0.810 -0.865
C55 -1.018 2.119 4.240
O19 0.403 2.286 4.209
C56 0.937 3.167 5.146
C57 2.458 3.383 5.177
N10 3.178 2.155 5.766
C58 4.632 2.252 5.649
C59 5.210 2.441 4.215
O20 5.001 1.252 3.433
C60 5.644 1.218 2.113
H136 -1.413 1.437 3.487
H137 -1.596 3.006 3.980
H138 -1.340 1.836 5.241
H139 0.614 2.859 6.140
H140 0.490 4.126 4.885
H141 2.796 4.265 5.720
H142 2.873 3.507 4.177
H143 2.916 1.378 5.178
H144 5.052 1.310 6.002
H145 4.889 3.064 6.330
H146 6.293 2.421 4.328
H147 4.896 3.327 3.663
H148 6.723 1.363 2.154
H149 5.224 2.077 1.589
H150 5.386 0.287 1.608
C61 -4.378 -0.077 5.438
O21 -4.772 -1.425 5.336
C62 -6.079 -1.708 5.826
C63 -6.338 -3.211 6.051
N11 -6.487 -3.787 4.753
C64 -5.265 -4.181 4.127
C65 -5.589 -5.058 2.844
O22 -6.180 -6.274 3.191
C66 -6.179 -7.280 2.171
H151 -3.297 0.024 5.342
H152 -4.736 0.404 6.348
H153 -4.841 0.466 4.614
H154 -6.817 -1.382 5.093
H155 -6.177 -1.277 6.822
H156 -7.265 -3.266 6.621
H157 -5.553 -3.688 6.638
H158 -7.079 -4.606 4.753
H159 -4.740 -4.876 4.781
H160 -4.639 -3.313 3.916
H161 -4.628 -5.228 2.359
H162 -6.254 -4.511 2.175
H163 -7.019 -7.933 2.406
H164 -5.262 -7.859 2.287
H165 -6.342 -7.037 1.122
C67 -5.154 1.632 -3.215
O23 -6.443 1.161 -2.542
C68 -7.400 2.250 -2.375
C69 -8.739 1.784 -1.795
N12 -8.507 1.087 -0.546
C70 -9.639 0.280 0.033
C71 -9.091 -0.458 1.282
O24 -8.385 -1.701 1.117
C72 -7.815 -2.168 2.343
H166 -5.302 2.119 -4.179
H167 -4.468 0.807 -3.407
H168 -4.561 2.296 -2.586
H169 -7.589 2.663 -3.366
H170 -6.991 3.074 -1.790
H171 -9.128 1.149 -2.591
H172 -9.454 2.593 -1.641
H173 -7.583 0.687 -0.470
H174 -10.027 -0.421 -0.706
H175 -10.499 0.843 0.397
H176 -9.959 -0.617 1.921
H177 -8.500 0.249 1.863
H178 -8.173 -1.690 3.255
H179 -6.729 -2.078 2.364
H180 -8.142 -3.183 2.569
C73 1.004 -2.806 -7.705
O25 -0.341 -2.606 -7.154
C74 -0.437 -3.336 -5.963
C75 -0.074 -2.406 -4.795
N13 -0.331 -2.889 -3.425
C76 0.510 -3.998 -3.024
C77 0.809 -3.960 -1.510
O26 1.945 -3.154 -1.323
C78 2.201 -2.780 0.058
H181 1.725 -3.118 -6.950
H182 1.361 -1.916 -8.222
H183 0.918 -3.553 -8.495
H184 0.271 -4.164 -5.935
H185 -1.410 -3.812 -5.839
H186 -0.744 -1.577 -5.023
H187 0.936 -2.044 -4.991
H188 -1.292 -3.194 -3.490
H189 1.511 -4.001 -3.456
H190 0.002 -4.916 -3.319
H191 0.960 -4.991 -1.190
H192 0.019 -3.536 -0.890
H193 2.162 -3.716 0.616
H194 1.432 -2.151 0.505
H195 3.211 -2.385 0.177

Computed properties:
largest force on an atom	0.0554	Eh/bohr
energy relative to the best compared isomer or geometry (same formula, charge and spin)	60.0	kcal/mol
frontier orbital gap	8.559	eV

# 2
A structure of composition C18H34NO7P2STi, computed with ωB97M-V with the def2-TZVPD basis set.

Element x y z (Å)
Ti1 -0.530 -0.698 0.022
O1 -0.887 0.959 0.653
N1 -1.646 1.343 1.703
C1 -2.077 2.617 1.780
C2 -2.851 2.955 2.860
C3 -3.156 1.983 3.813
C4 -2.706 0.679 3.673
C5 -1.933 0.351 2.574
S1 -1.297 -1.229 2.168
H1 -1.753 3.279 0.991
H2 -3.206 3.972 2.952
H3 -3.760 2.243 4.673
H4 -2.951 -0.084 4.399
C6 2.114 -1.026 -4.243
C7 2.186 -0.311 -2.925
C8 3.520 -0.315 -2.243
O2 1.160 -0.968 -1.924
P1 0.773 -2.454 -1.692
O3 0.300 -2.358 -0.194
C9 -0.717 -2.833 -2.634
P2 -2.150 -1.954 -1.970
O4 -1.562 -0.561 -1.532
O5 -2.509 -2.532 -0.593
C10 -3.207 -3.820 -0.119
C11 -4.118 -4.362 -1.186
C12 -2.127 -4.765 0.324
O6 -3.341 -1.927 -2.885
C13 -3.620 -1.437 -4.337
C14 -2.711 -0.284 -4.648
C15 -3.504 -2.634 -5.232
O7 1.887 -3.420 -1.974
C16 2.343 -4.758 -1.258
C17 2.931 -5.588 -2.356
C18 3.273 -4.355 -0.157
H5 2.786 -0.504 -4.928
H6 1.118 -0.978 -4.686
H7 2.460 -2.058 -4.184
H8 1.751 0.682 -2.994
H9 3.917 -1.326 -2.147
H10 3.486 0.163 -1.266
H11 4.210 0.258 -2.865
H12 -0.897 -3.911 -2.593
H13 -0.552 -2.555 -3.679
H14 -3.779 -3.437 0.722
H15 -3.559 -4.727 -2.052
H16 -4.871 -3.647 -1.509
H17 -4.637 -5.220 -0.756
H18 -1.597 -5.193 -0.531
H19 -2.594 -5.594 0.858
H20 -1.415 -4.297 1.002
H21 -4.650 -1.113 -4.225
H22 -1.662 -0.589 -4.707
H23 -2.816 0.537 -3.941
H24 -2.985 0.089 -5.637
H25 -2.467 -2.957 -5.355
H26 -3.875 -2.352 -6.219
H27 -4.107 -3.467 -4.876
H28 1.410 -5.182 -0.885
H29 3.830 -5.121 -2.756
H30 2.222 -5.768 -3.162
H31 3.209 -6.553 -1.930
H32 4.206 -3.959 -0.556
H33 3.505 -5.251 0.423
H34 2.830 -3.632 0.526

Computed properties:
largest force on an atom	0.0164	Eh/bohr
frontier orbital gap	7.299	eV
total charge	+3

# 3
A cluster of 2 separate species, C3H4N2O in total, computed with ωB97M-V with the def2-TZVPD basis set.

Element x y z (Å)
C1 2.233 -0.338 -0.050
C2 0.896 -0.141 -0.106
C3 -1.432 -0.587 -0.030
N1 3.410 -0.224 0.012
N2 0.525 1.993 -0.079
O1 -0.040 -0.997 0.028
H1 -1.386 0.011 -0.958
H2 -1.906 -0.138 0.971
H3 -1.918 -1.486 -0.129
H4 -0.383 1.906 0.340

Computed properties:
largest force on an atom	0.1378	Eh/bohr
energy relative to the best compared isomer or geometry (same formula, charge and spin)	195.7	kcal/mol
frontier orbital gap (alpha / beta)	6.887 / 6.640	eV

# 4
The ion C5H6O2P with charge -1, computed with ωB97M-V with the def2-TZVPD basis set.

Element x y z (Å)
C1 -2.052 0.637 -0.038
C2 -0.568 0.185 0.103
C3 0.346 1.069 0.548
P1 2.155 0.050 0.174
O1 2.954 -0.080 1.416
O2 2.623 0.550 -1.162
C4 1.164 -1.417 -0.226
C5 -0.172 -1.188 -0.211
H1 -2.874 -0.058 -0.202
H2 -2.067 1.318 -0.786
H3 -2.380 1.278 0.761
H4 0.009 2.057 0.747
H5 1.652 -2.421 -0.626
H6 -0.792 -1.982 -0.497

Computed properties:
largest force on an atom	0.0740	Eh/bohr
energy relative to the best compared isomer or geometry (same formula, charge and spin)	26.9	kcal/mol
frontier orbital gap	7.976	eV
total charge	-1